# C26H23BrFeN2O3P

A structure of composition C26H23BrFeN2O3P in a non-equilibrium geometry (wB97M-V/def2-TZVPD, the Open Molecules 2025 dataset).

For the energy above the lowest of the compared OMol25 structures with the same formula, charge and spin, the calculation gives 20.15 kcal per mole. The total charge is +2. The HOMO energy (spin up / spin down) is -12.9 / -14.4 eV. Its spin multiplicity is 6.

```
57
Properties=species:S:1:pos:R:3:forces:R:3
Fe -0.236114 1.044435 -0.728658 0.36 0.38 0.86
O 1.763443 0.981173 0.105864 0.14 -0.15 -0.41
C 1.381897 0.599192 1.223899 -0.06 -0.06 0.35
O 0.128427 0.341360 1.375452 -0.40 -0.06 -0.47
C 2.196797 0.472276 2.443122 0.01 0.11 0.02
C 3.580438 0.528264 2.443863 0.00 -0.02 -0.06
C 4.255880 0.450865 3.652900 0.02 -0.01 0.02
C 3.549960 0.343297 4.844572 0.03 0.00 -0.01
C 2.160780 0.300732 4.848125 -0.04 -0.02 0.02
C 1.476791 0.352234 3.640692 0.04 0.04 -0.18
P -0.311337 0.298908 3.486225 -0.17 0.02 0.55
C -0.921354 -1.383479 3.419056 0.05 -0.04 -0.08
C -0.412203 -2.333149 4.302724 -0.03 -0.02 0.00
C -0.886732 -3.635296 4.256552 0.00 0.00 0.00
C -1.867930 -3.986263 3.339237 0.03 0.01 0.01
C -2.382165 -3.037756 2.464690 -0.02 0.01 0.01
C -1.906799 -1.736896 2.499907 0.02 0.00 0.00
C -1.059601 1.129585 4.877674 0.03 0.03 -0.11
C -2.359980 0.769515 5.261163 0.05 -0.03 0.12
C -3.026556 1.518234 6.215511 0.01 -0.04 -0.04
C -2.416598 2.634606 6.776802 -0.02 -0.02 0.01
C -1.137699 3.009212 6.382353 0.07 0.01 -0.02
C -0.462830 2.274857 5.422866 -0.04 0.02 0.06
H 4.114003 0.623279 1.507362 0.00 0.01 0.01
H 5.336753 0.480652 3.669262 -0.01 0.00 0.00
H 4.087434 0.296193 5.782255 -0.01 -0.01 0.00
H 1.620176 0.228122 5.783361 0.02 0.00 0.00
H 0.349776 -2.062452 5.023328 0.02 -0.01 -0.01
H -0.488815 -4.378015 4.934677 0.00 0.01 0.00
H -2.228968 -5.005332 3.304957 -0.02 0.01 0.00
H -3.150485 -3.316903 1.755985 0.01 0.00 0.00
H -2.291131 -0.992322 1.812368 0.01 -0.02 0.00
H -2.820858 -0.114965 4.838814 -0.04 0.02 0.00
H -4.020867 1.230468 6.529482 0.01 -0.02 0.01
H -2.939575 3.212630 7.526852 0.00 0.00 -0.01
H -0.669186 3.878652 6.823588 0.00 -0.01 0.00
H 0.529090 2.576223 5.109208 -0.01 0.02 0.00
Br 0.836852 0.828750 -3.085683 0.09 -0.13 -0.26
C 1.314978 2.574581 -2.490178 -0.12 -0.02 -0.04
C 2.316246 3.299159 -3.086033 0.05 0.08 -0.03
C 2.546392 4.565440 -2.562751 0.03 -0.01 -0.02
C 1.782733 5.017429 -1.497273 -0.05 0.03 0.01
C 0.816810 4.186599 -0.962677 -0.07 -0.04 0.02
N 0.579410 2.964747 -1.458395 -0.11 -0.15 -0.04
H 2.886613 2.902199 -3.912493 -0.01 0.01 -0.01
H 3.319411 5.191090 -2.988684 -0.01 0.00 -0.01
H 1.929316 6.004881 -1.084337 0.02 -0.02 0.02
H 0.209073 4.490653 -0.121420 0.00 0.00 0.00
C -4.260279 -0.070530 -0.943203 0.00 0.01 -0.03
C -3.380893 0.828898 -0.137299 -0.08 -0.04 -0.06
N -3.923167 1.528113 0.845535 -0.03 -0.01 0.02
O -2.159612 0.936555 -0.388235 0.20 0.09 -0.20
H -4.635836 0.492635 -1.800434 0.02 0.01 0.00
H -5.113375 -0.428445 -0.370543 0.00 0.01 0.00
H -3.683377 -0.910831 -1.320129 0.01 0.00 0.02
H -4.910929 1.474078 1.038153 0.03 -0.01 0.01
H -3.362440 2.167293 1.387661 0.02 0.02 -0.02
```
Positions in Å, forces in eV/Å.

These are the Mulliken partial charges, in e, on atoms 1 to 4: 0.8448 -0.6126 1.1713 -1.0881